No. 1
{
  "formula": "C51H45N4OP2STi",
  "method": "wB97M-V/def2-TZVPD",
  "total_charge": 1,
  "e_tot_ev": -114150.805,
  "e_homo_ha": -0.3826,
  "homo_lumo_gap_ev": 7.68,
  "species": ["Ti", "O", "C", "C", "C", "C", "C", "C", "P", "C", "C", "C", "C", "C", "C", "C", "C", "C", "C", "C", "C", "C", "C", "C", "C", "C", "C", "P", "C", "C", "C", "C", "C", "C", "C", "C", "C", "C", "C", "C", "H", "H", "H", "H", "H", "H", "H", "H", "H", "H", "H", "H", "H", "H", "H", "H", "H", "H", "H", "H", "H", "H", "H", "H", "H", "H", "H", "H", "C", "C", "C", "C", "N", "C", "S", "N", "C", "H", "H", "H", "H", "H", "H", "H", "H", "C", "C", "C", "C", "C", "C", "C", "C", "N", "H", "H", "H", "H", "H", "H", "H", "H", "H", "N", "C"],
  "xyz": [[0.419, -0.326, -0.663], [-1.263, -2.465, 2.079], [-1.018, -2.006, 3.356], [-1.716, -2.492, 4.454], [-1.406, -2.009, 5.713], [-0.415, -1.048, 5.872], [0.226, -0.533, 4.761], [-0.080, -0.992, 3.480], [0.689, -0.176, 2.020], [2.432, -0.663, 2.290], [2.783, -1.892, 1.734], [4.046, -2.424, 1.930], [4.975, -1.726, 2.687], [4.630, -0.512, 3.260], [3.362, 0.018, 3.071], [0.438, 1.564, 2.517], [1.379, 2.563, 2.291], [1.097, 3.882, 2.614], [-0.141, 4.223, 3.134], [-1.100, 3.239, 3.328], [-0.812, 1.919, 3.025], [-1.043, -3.775, 1.734], [-0.817, -4.818, 2.616], [-0.675, -6.101, 2.101], [-0.755, -6.340, 0.739], [-0.933, -5.277, -0.135], [-1.060, -3.982, 0.356], [-1.155, -2.500, -0.691], [-0.990, -3.231, -2.349], [-2.072, -3.458, -3.190], [-1.868, -4.016, -4.443], [-0.587, -4.350, -4.857], [0.497, -4.126, -4.019], [0.298, -3.562, -2.771], [-2.889, -1.957, -0.548], [-3.882, -2.820, -0.092], [-5.194, -2.385, 0.007], [-5.525, -1.084, -0.345], [-4.539, -0.217, -0.794], [-3.227, -0.650, -0.893], [-2.493, -3.231, 4.316], [-1.942, -2.383, 6.574], [-0.158, -0.689, 6.858], [0.967, 0.246, 4.885], [2.060, -2.447, 1.136], [4.307, -3.372, 1.483], [5.967, -2.130, 2.832], [5.348, 0.026, 3.863], [3.103, 0.947, 3.557], [2.335, 2.322, 1.852], [1.843, 4.645, 2.442], [-0.361, 5.251, 3.383], [-2.073, 3.497, 3.721], [-1.567, 1.160, 3.196], [-0.746, -4.650, 3.679], [-0.505, -6.921, 2.783], [-0.660, -7.345, 0.355], [-0.949, -5.452, -1.201], [-3.073, -3.193, -2.874], [-2.711, -4.186, -5.098], [-0.432, -4.784, -5.835], [1.498, -4.377, -4.341], [1.154, -3.371, -2.129], [-3.633, -3.836, 0.187], [-5.958, -3.062, 0.362], [-6.550, -0.748, -0.269], [-4.791, 0.798, -1.071], [-2.471, 0.040, -1.265], [3.290, 3.062, -4.028], [1.825, 2.866, -3.847], [0.877, 3.852, -3.939], [-0.468, 3.503, -3.763], [-0.854, 2.255, -3.504], [0.064, 1.311, -3.418], [-0.305, -0.347, -3.091], [1.381, 1.616, -3.598], [-1.546, 4.524, -3.886], [3.555, 4.100, -3.846], [3.570, 2.808, -5.051], [3.858, 2.426, -3.353], [1.169, 4.873, -4.124], [2.040, 0.847, -3.487], [-1.189, 5.516, -3.623], [-2.395, 4.250, -3.265], [-1.887, 4.546, -4.924], [3.040, 2.498, -1.166], [1.819, 3.334, -0.916], [1.881, 4.720, -0.978], [0.760, 5.497, -0.725], [-0.441, 4.890, -0.391], [-0.549, 3.508, -0.319], [-1.847, 2.852, 0.046], [0.587, 2.735, -0.598], [0.494, 1.358, -0.582], [3.913, 3.128, -1.331], [2.920, 1.831, -2.021], [3.252, 1.827, -0.331], [2.827, 5.193, -1.213], [0.829, 6.575, -0.771], [-1.309, 5.497, -0.165], [-2.519, 3.566, 0.519], [-1.688, 2.019, 0.735], [-2.338, 2.448, -0.845], [3.397, -0.999, -1.712], [2.370, -0.737, -1.252]],
  "atomic_forces_ev_per_a": [[-0.4, 0.8, -0.3], [-0.2, 0.0, 0.1], [0.2, 0.0, -0.1], [0.0, 0.0, 0.0], [0.0, 0.0, 0.0], [0.0, 0.0, 0.0], [0.0, 0.0, 0.0], [-0.1, 0.0, -0.1], [0.2, -0.1, 0.4], [-0.1, 0.0, 0.0], [-0.1, 0.0, -0.1], [0.0, 0.0, 0.0], [0.0, 0.0, 0.0], [0.0, 0.0, 0.0], [-0.1, 0.0, 0.0], [0.0, 0.0, -0.1], [0.0, 0.0, 0.1], [0.0, 0.0, 0.1], [0.0, 0.0, 0.0], [0.0, 0.0, 0.0], [0.1, -0.1, 0.2], [0.1, 0.0, 0.0], [0.0, 0.0, 0.0], [0.0, 0.0, 0.0], [0.0, 0.0, 0.0], [0.1, 0.0, 0.1], [0.1, 0.1, 0.1], [-0.5, -0.3, -0.3], [0.0, 0.0, 0.1], [0.0, 0.0, 0.1], [0.0, 0.0, 0.0], [0.0, 0.0, 0.0], [0.0, 0.0, 0.0], [0.1, 0.0, 0.0], [0.0, -0.1, 0.0], [0.0, 0.0, 0.0], [0.0, 0.0, 0.0], [0.0, 0.0, 0.0], [-0.1, 0.0, 0.0], [0.1, 0.2, 0.0], [0.0, 0.0, 0.0], [0.0, 0.0, 0.0], [0.0, 0.0, 0.0], [0.0, 0.0, 0.0], [0.1, 0.0, 0.0], [0.0, 0.0, 0.0], [0.0, 0.0, 0.0], [0.0, 0.0, 0.0], [0.0, 0.1, 0.0], [0.1, -0.1, 0.0], [0.0, 0.0, 0.0], [0.0, 0.1, 0.0], [0.0, 0.0, 0.0], [0.0, 0.0, 0.0], [0.0, 0.0, 0.0], [0.0, 0.0, 0.0], [0.0, 0.0, 0.0], [0.0, 0.0, 0.0], [0.0, 0.0, 0.0], [0.0, 0.0, 0.0], [0.0, 0.0, 0.0], [0.0, 0.0, 0.0], [0.0, 0.0, 0.0], [0.0, 0.0, 0.0], [0.0, 0.0, 0.0], [0.0, 0.0, 0.0], [0.0, 0.0, 0.0], [-0.1, -0.1, 0.0], [0.1, 0.0, -0.4], [-0.2, 0.0, -0.3], [-0.1, -0.2, -0.1], [0.2, 0.2, 0.0], [0.0, -0.2, 0.0], [0.2, 0.1, 0.2], [-0.1, -0.1, 0.4], [-0.2, -0.1, -0.3], [0.0, 0.0, 0.0], [0.0, 0.0, 0.0], [0.0, 0.0, -0.1], [0.1, 0.1, -0.4], [0.0, 0.1, 0.0], [-0.1, 0.0, 0.0], [0.0, 0.1, 0.0], [0.0, 0.0, 0.0], [0.0, 0.0, 0.0], [0.0, -0.3, 0.5], [0.0, 0.0, 0.1], [0.0, 0.0, 0.1], [0.0, 0.0, 0.0], [0.0, 0.0, 0.0], [0.0, 0.1, -0.1], [0.0, -0.2, -0.1], [-0.1, -0.1, -0.2], [0.3, -0.4, 0.1], [0.0, 0.0, 0.1], [0.1, 0.1, 0.9], [0.0, 0.1, 0.1], [0.0, 0.0, 0.0], [0.0, 0.1, 0.0], [0.0, 0.0, 0.0], [0.0, 0.0, 0.0], [-0.1, 0.1, -0.2], [0.0, 0.0, -0.1], [0.2, 0.0, -0.1], [0.4, -0.2, 0.0]],
  "mulliken_charge": [-0.0690, 0.2216, -0.4955, -0.2722, -0.6435, -0.9595, 0.0572, -0.0162, 2.1121, 1.1555, -0.6681, -0.7617, -0.6973, -0.8146, -0.5126, 0.4221, -0.3762, -0.9196, -0.8971, -0.7180, -0.8511, 0.3249, -1.2045, -0.8951, -1.0466, -0.6193, -0.1764, 3.2541, 0.0102, -0.3307, -0.8937, -0.5825, -0.9369, 0.1103, 0.0601, -0.5804, -0.7619, -0.6950, -0.6374, 0.0616, 0.6380, 0.4321, 0.4817, 0.4162, 0.2563, 0.4688, 0.4112, 0.4700, 0.3859, 0.4807, 0.4848, 0.4252, 0.4712, 0.3953, 0.6302, 0.4205, 0.4526, 0.5532, 0.4472, 0.4109, 0.3929, 0.4638, 0.3844, 0.4750, 0.4436, 0.4087, 0.4748, -0.0529, -1.5204, 0.7442, -0.8790, 0.8863, -0.3186, -0.1706, -0.2666, 0.2305, -1.5304, 0.4014, 0.3877, 0.5118, 0.4964, 0.4249, 0.4095, 0.3113, 0.4086, -1.3732, 1.8616, -0.8377, -0.9998, -1.0374, 1.1919, -1.3823, 0.0059, 0.4564, 0.7563, -0.4853, -0.1435, 0.4680, 0.4923, 0.4856, 0.5625, -0.1973, 0.1896, -0.7281, 0.3077]
}



No. 2
{
  "formula": "C33H26Cl3NO3S4SbV",
  "method": "wB97M-V/def2-TZVPD",
  "total_charge": -1,
  "e_tot_ev": -155414.962,
  "s2": 0.789,
  "e_homo_ha": [-0.1522, -0.1617],
  "multiplicity": 2,
  "homo_lumo_gap_ev": [6.32, 6.57],
  "species": ["V", "S", "Sb", "S", "S", "Cl", "C", "C", "C", "C", "C", "Cl", "C", "N", "C", "C", "C", "C", "C", "C", "C", "C", "O", "O", "H", "H", "H", "H", "H", "H", "H", "H", "H", "H", "O", "S", "C", "C", "C", "C", "C", "C", "C", "C", "C", "C", "C", "C", "H", "H", "H", "H", "H", "H", "H", "H", "H", "H", "Cl", "C", "C", "C", "C", "C", "C", "C", "H", "H", "H", "H", "H", "H"],
  "xyz": [[0.539, -0.187, 1.011], [4.156, 1.732, 2.970], [3.011, -0.200, 3.151], [2.551, -1.026, 0.794], [0.570, 0.409, 3.123], [1.896, -1.701, -3.879], [3.307, -1.211, -2.983], [4.336, -2.120, -2.826], [5.465, -1.743, -2.118], [5.538, -0.483, -1.551], [4.482, 0.405, -1.687], [4.537, 1.878, -0.800], [3.346, 0.075, -2.434], [2.233, 0.913, -2.564], [2.247, 2.248, -2.919], [3.349, 2.806, -3.572], [3.363, 4.142, -3.927], [2.270, 4.951, -3.656], [1.156, 4.386, -3.054], [1.111, 3.047, -2.687], [-0.184, 2.486, -2.138], [-0.236, 2.213, -0.634], [-0.947, 2.872, 0.099], [0.532, 1.225, -0.260], [4.244, -3.108, -3.256], [6.278, -2.444, -1.983], [6.385, -0.189, -0.946], [1.424, 0.601, -2.047], [4.207, 2.179, -3.783], [4.238, 4.552, -4.415], [2.276, 6.000, -3.922], [0.280, 4.997, -2.863], [-0.424, 1.546, -2.648], [-0.985, 3.190, -2.353], [-1.646, 0.177, 0.966], [-2.269, 1.062, 2.027], [-3.763, 1.649, 1.232], [-3.959, 1.395, -0.113], [-5.102, 1.888, -0.730], [-6.024, 2.627, -0.006], [-5.807, 2.883, 1.343], [-4.670, 2.397, 1.967], [-3.036, -0.100, 3.154], [-2.838, 0.085, 4.510], [-3.369, -0.839, 5.402], [-4.067, -1.937, 4.925], [-4.242, -2.121, 3.557], [-3.726, -1.199, 2.664], [-3.217, 0.825, -0.655], [-5.266, 1.696, -1.783], [-6.911, 3.012, -0.492], [-6.523, 3.467, 1.908], [-4.491, 2.595, 3.017], [-2.245, 0.922, 4.859], [-3.212, -0.712, 6.465], [-4.464, -2.665, 5.620], [-4.772, -2.990, 3.190], [-3.834, -1.334, 1.594], [0.190, -3.553, 3.157], [0.771, -4.069, 1.596], [1.547, -5.215, 1.537], [2.049, -5.643, 0.319], [1.764, -4.912, -0.828], [0.985, -3.773, -0.748], [0.466, -3.309, 0.466], [-0.326, -2.065, 0.529], [1.758, -5.758, 2.449], [2.661, -6.535, 0.270], [2.153, -5.230, -1.788], [0.781, -3.198, -1.644], [-0.768, -1.836, -0.447], [-1.127, -2.130, 1.266]],
  "atomic_forces_ev_per_a": [[0.0, -0.1, -0.2], [0.0, 0.0, 0.0], [0.1, 0.0, 0.1], [-0.1, 0.1, 0.0], [0.0, -0.1, 0.1], [0.0, 0.0, 0.0], [0.0, 0.0, 0.0], [0.0, 0.0, 0.0], [0.0, 0.0, 0.0], [0.0, 0.0, 0.0], [0.0, 0.0, 0.1], [0.0, 0.0, 0.0], [0.0, 0.0, -0.1], [-0.2, -0.2, 0.0], [0.0, 0.1, -0.1], [0.0, 0.0, 0.0], [0.0, 0.0, 0.0], [0.0, 0.0, 0.0], [0.0, 0.0, 0.0], [0.0, 0.0, 0.0], [0.0, 0.0, 0.0], [0.1, 0.1, 0.0], [0.0, -0.1, 0.0], [0.0, -0.2, -0.1], [0.0, 0.0, 0.0], [0.0, 0.0, 0.0], [0.0, 0.0, 0.0], [0.1, 0.1, 0.1], [0.0, 0.0, 0.0], [0.0, 0.0, 0.0], [0.0, 0.0, 0.0], [0.0, 0.0, 0.0], [0.0, 0.0, 0.0], [0.0, 0.0, 0.0], [0.0, 0.2, 0.1], [0.0, -0.1, -0.1], [0.0, 0.0, 0.0], [0.0, 0.0, 0.0], [0.0, 0.0, 0.0], [0.0, 0.0, 0.0], [0.0, 0.0, 0.0], [0.0, 0.0, 0.0], [0.0, 0.0, 0.0], [0.0, 0.0, 0.0], [0.0, 0.0, 0.0], [0.0, 0.0, 0.0], [0.0, 0.0, 0.0], [0.0, 0.0, 0.0], [0.0, 0.0, 0.0], [0.0, 0.0, 0.0], [0.0, 0.0, 0.0], [0.0, 0.0, 0.0], [0.0, 0.0, 0.0], [0.0, 0.0, 0.0], [0.0, 0.0, 0.0], [0.0, 0.0, 0.0], [0.0, 0.0, 0.0], [0.0, 0.0, 0.0], [0.0, 0.0, 0.0], [0.0, 0.0, 0.0], [0.0, 0.0, 0.0], [0.0, 0.0, 0.0], [0.0, 0.0, 0.0], [0.0, 0.0, 0.0], [0.0, 0.0, 0.0], [0.0, 0.1, 0.0], [0.0, 0.0, 0.0], [0.0, 0.0, 0.0], [0.0, 0.0, 0.0], [0.0, 0.0, 0.0], [0.0, 0.0, 0.0], [0.0, 0.0, 0.0]],
  "mulliken_charge": [0.9155, -0.6707, 0.1689, -0.2769, -0.5499, -0.2154, 0.8823, -0.5910, -0.4927, -0.7207, 1.2385, -0.1021, -1.4988, 0.3775, 0.3895, -0.4328, -0.6749, -0.8222, -0.5217, 0.5506, -1.6161, 0.9334, -0.6137, -0.0222, 0.4073, 0.3712, 0.4324, -0.0571, 0.4317, 0.3807, 0.3637, 0.3734, 0.4816, 0.4630, -0.3730, 0.1952, 0.4294, -0.1110, -0.7546, -0.4040, -0.6345, -0.5610, 0.4649, -0.0841, -0.6645, -0.3559, -0.7574, -0.3102, 0.3667, 0.4012, 0.3792, 0.3819, 0.4181, 0.4764, 0.3954, 0.3824, 0.3956, 0.3582, -0.2116, 0.8653, -0.6316, -0.3776, -0.7745, 0.0559, -0.0721, -1.3972, 0.4130, 0.3586, 0.3799, 0.3129, 0.4052, 0.3570]
}